The following is a DFT calculation (ωB97M-V/def2-TZVPD) of 10 unconnected molecules or ions with the total composition C66H158N10O18 in a non-equilibrium geometry.

Calculated values
- Relative energy (zero: lowest compared OMol25 entry of this formula, charge and spin): 22.1 kcal/mol
- SMILES string: CC1(C)CCCC(C)(C)N1O.CC1(C)CCCC(C)(C)N1O.COCCNCCOC.COCCNCCOC.COCCNCCOC.COCCNCCOC.COCCNCCOC.COCCNCCOC.COCCNCCOC.COCCNCCOC
- E_tot: -4510.66342 hartree
- Orbital gap: 8.23 eV
- E_HOMO: -7.71 eV

Last column: Mulliken charge in e.
CARTESIAN COORDINATES (ANGSTROEM)
C  1.1367  -3.8710  3.5113  -1.69
C  0.9767  -5.0097  2.4447  1.63
C  0.2082  -6.2303  3.1381  -1.03
C  -0.1367  -7.2783  2.1490  -0.86
C  -1.0414  -6.6383  1.0273  -1.30
C  -0.4605  -5.3799  0.3935  1.67
N  0.1916  -4.4991  1.3620  0.46
O  0.5253  -3.2782  0.8618  0.59
C  0.5630  -5.8268  -0.7218  -1.82
C  -1.6539  -4.6194  -0.2468  -2.40
C  2.3199  -5.4346  1.9306  -1.62
H  1.4849  -4.1939  4.4925  0.70
H  0.1814  -3.3818  3.7015  0.13
H  1.8697  -3.1544  3.1408  -0.12
H  0.8762  -6.7542  3.8218  0.33
H  -0.6333  -5.9200  3.7575  0.42
H  -0.7773  -8.0561  2.5647  0.46
H  0.7756  -7.6928  1.7200  0.36
H  -1.9601  -6.4570  1.5851  0.43
H  -1.3591  -7.2701  0.1978  0.48
H  -0.0036  -6.2848  -1.5326  0.53
H  1.0988  -4.9626  -1.1145  0.22
H  1.3318  -6.5247  -0.3903  0.34
H  -2.3395  -4.1198  0.4377  0.50
H  -1.1806  -3.8181  -0.8141  0.34
H  -2.1683  -5.2682  -0.9556  0.65
H  2.2278  -6.3995  1.4321  0.31
H  3.1246  -5.5364  2.6588  0.39
H  2.6420  -4.8029  1.1027  0.18
H  -0.1740  -2.7410  1.2412  -0.03
C  -1.4143  4.0135  1.3866  -1.22
C  -0.8768  5.3506  0.8508  1.71
C  -1.6345  5.8207  -0.4804  -0.56
C  -2.9362  6.5205  -0.2177  -1.00
C  -2.7209  7.6963  0.7688  -1.21
C  -2.0277  7.2183  2.1010  1.31
N  -0.8364  6.4259  1.8852  0.42
O  -0.0834  6.1346  2.9715  -0.40
C  -1.6553  8.5434  2.8379  -1.97
C  -3.0784  6.4126  2.9362  -1.60
C  0.6326  5.0935  0.3937  -1.94
H  -1.0862  3.8030  2.4045  0.40
H  -1.1337  3.3217  0.5924  -0.29
H  -2.4880  3.8684  1.2670  0.41
H  -1.0679  6.3681  -1.2337  0.48
H  -1.9977  4.9290  -0.9912  -0.05
H  -3.7628  5.9032  0.1341  0.25
H  -3.3157  6.7681  -1.2090  0.56
H  -3.6509  8.2156  1.0004  0.56
H  -2.0168  8.3816  0.2969  0.37
H  -2.4210  9.3166  2.7750  0.41
H  -1.3283  8.4308  3.8716  0.35
H  -0.8539  9.0485  2.2986  0.47
H  -2.7207  6.3562  3.9643  0.38
H  -3.9717  7.0189  3.0868  0.43
H  -3.2763  5.4107  2.5551  0.26
H  0.6434  4.3323  -0.3863  0.07
H  1.2165  4.7514  1.2483  0.29
H  1.0318  6.0365  0.0202  0.63
H  0.6945  6.6664  2.7882  0.35
C  -1.8944  -0.6320  2.9490  -0.85
O  -0.8392  -1.1393  2.1498  -0.09
C  0.4295  -0.4591  2.3023  -0.16
C  0.4389  0.8695  1.6251  -0.99
N  0.2240  0.9470  0.1970  0.89
C  -1.0153  0.3836  -0.3431  -0.03
C  -1.2850  1.0074  -1.7043  -0.11
O  -2.5440  0.6554  -2.1839  0.06
C  -2.8312  0.9994  -3.5152  -0.67
H  -2.6247  -1.4370  3.0311  0.46
H  -2.4221  0.2192  2.5187  0.09
H  -1.7861  -0.3660  4.0005  0.08
H  1.1518  -1.1528  1.8720  -0.32
H  0.5801  -0.5170  3.3803  0.48
H  1.3633  1.4083  1.8328  0.94
H  -0.2411  1.4985  2.1997  -0.66
H  1.0656  0.5154  -0.1574  -0.08
H  -1.8498  0.5650  0.3344  -0.56
H  -0.8533  -0.6942  -0.3287  0.50
H  -0.6567  0.5028  -2.4383  0.02
H  -1.1843  2.0906  -1.7736  -0.30
H  -2.5365  2.0256  -3.7346  0.55
H  -3.8883  0.7937  -3.6839  0.05
H  -2.3060  0.2973  -4.1628  -0.13
C  2.0014  3.0703  -2.9012  0.35
O  2.0621  3.9566  -3.9860  -0.36
C  3.3351  4.5289  -4.2332  -1.12
C  4.3703  3.5803  -4.9453  0.40
N  4.4312  3.7479  -6.3704  -0.51
C  3.2043  3.4089  -7.1079  -0.19
C  3.3527  3.6744  -8.5907  -1.02
O  4.0731  2.6144  -9.2338  -0.30
C  4.4073  2.8778  -10.5677  -0.81
H  2.4084  3.5208  -1.9959  0.52
H  2.4826  2.1067  -3.0685  -0.27
H  0.9715  2.7933  -2.6761  -0.33
H  3.7536  4.9790  -3.3331  0.39
H  3.1328  5.4005  -4.8558  0.48
H  4.1323  2.5484  -4.6870  -0.25
H  5.3139  3.8083  -4.4497  0.50
H  5.1268  3.1022  -6.7158  0.28
H  2.3394  3.9628  -6.7430  0.44
H  2.9802  2.3464  -7.0140  0.10
H  3.8093  4.6073  -8.9213  0.47
H  2.3289  3.6647  -8.9647  0.37
H  4.7933  2.0592  -11.1750  0.24
H  5.1478  3.6775  -10.5502  0.32
H  3.5646  3.3395  -11.0824  0.33
C  -10.3281  2.3419  0.0293  -0.83
O  -9.8023  1.5921  -1.0257  -0.31
C  -9.8271  0.1639  -0.7957  -0.82
C  -8.8646  -0.4567  -1.7707  -0.41
N  -9.2383  -0.5005  -3.1954  -0.35
C  -8.2529  -0.9982  -4.1114  -0.65
C  -7.1212  0.1402  -4.3869  -0.05
O  -7.7463  1.3085  -5.0007  -0.46
C  -6.8056  2.3962  -5.1796  -0.68
H  -10.2200  3.4002  -0.2085  0.26
H  -9.8019  2.2396  0.9783  0.29
H  -11.4046  2.1966  -0.0610  0.33
H  -10.8731  -0.0883  -0.9697  0.48
H  -9.5320  -0.0040  0.2401  0.39
H  -8.5393  -1.3975  -1.3268  0.33
H  -7.9327  0.1065  -1.7213  0.26
H  -9.3854  0.4442  -3.5210  0.36
H  -8.6263  -1.2327  -5.1083  0.34
H  -7.7679  -1.8674  -3.6671  0.29
H  -6.2417  -0.1369  -4.9682  0.52
H  -6.6103  0.3536  -3.4480  -0.12
H  -7.2426  3.2488  -5.6995  0.32
H  -5.9416  2.2026  -5.8154  0.21
H  -6.4003  2.7681  -4.2386  0.27
C  -5.6507  0.8332  2.9877  -0.72
O  -5.1734  1.4161  1.7554  -0.33
C  -5.5230  0.7678  0.5442  -0.63
C  -4.7620  -0.5856  0.3998  0.21
N  -4.6390  -0.9756  -0.9598  0.59
C  -4.2768  -2.3238  -1.2052  -0.25
C  -4.1459  -2.7092  -2.6718  -0.88
O  -3.1098  -2.0189  -3.3721  0.21
C  -3.3102  -2.1374  -4.7876  -1.01
H  -4.9033  0.2434  3.5185  0.15
H  -6.4358  0.0911  2.8427  0.32
H  -5.7756  1.6172  3.7346  0.33
H  -5.1320  1.4527  -0.2083  0.07
H  -6.6069  0.7047  0.4480  0.31
H  -5.3523  -1.4093  0.8013  0.74
H  -3.7464  -0.6539  0.7897  -0.44
H  -3.9206  -0.4550  -1.4426  -0.10
H  -5.0423  -2.9630  -0.7652  0.74
H  -3.2940  -2.4461  -0.7501  -0.17
H  -5.1310  -2.4574  -3.0647  0.08
H  -4.0770  -3.7957  -2.7240  0.44
H  -3.1392  -3.2039  -4.9343  0.43
H  -2.6628  -1.6007  -5.4811  0.16
H  -4.3540  -1.9395  -5.0310  0.29
C  4.6254  -2.5951  4.1454  -0.74
O  4.1081  -1.2693  4.5054  -0.30
C  4.7420  -0.3189  3.5679  -0.03
C  4.4769  1.1075  4.0736  -1.11
N  3.1020  1.5910  3.9701  0.47
C  2.7377  2.8343  4.6480  -1.08
C  1.2576  3.1458  4.6226  0.00
O  0.4143  2.0828  5.1319  0.16
C  -0.9166  2.4639  5.5235  -1.06
H  4.0258  -3.4170  4.5367  0.22
H  5.6414  -2.7118  4.5227  0.44
H  4.6887  -2.7672  3.0710  0.18
H  4.2987  -0.3802  2.5740  -0.03
H  5.7849  -0.6333  3.5267  0.58
H  5.0425  1.7865  3.4355  0.38
H  4.8508  1.1137  5.0974  0.32
H  2.4093  0.8584  4.0313  -0.29
H  3.2959  3.6996  4.2904  0.33
H  2.9135  2.6712  5.7113  0.37
H  0.8680  3.4979  3.6675  -0.24
H  1.1922  3.9576  5.3470  0.67
H  -0.9196  3.4760  5.9284  0.50
H  -1.3672  1.8050  6.2657  0.30
H  -1.6644  2.4520  4.7306  0.18
C  -2.0026  2.0830  -7.3650  -0.60
O  -0.7793  1.3383  -7.4105  -0.44
C  0.0625  1.4843  -6.2671  0.87
C  0.8661  0.1198  -6.1510  -1.00
N  1.7138  0.2786  -4.9822  0.89
C  2.5164  -0.9425  -4.8251  -1.24
C  3.4982  -0.6651  -3.6461  0.36
O  4.3205  0.4140  -3.9588  -0.48
C  5.2470  0.8100  -2.9422  -0.79
H  -2.6506  1.9610  -6.4971  0.10
H  -2.6424  1.9636  -8.2393  0.30
H  -1.6298  3.1072  -7.3604  0.37
H  -0.5412  1.8288  -5.4275  -0.05
H  0.8300  2.2563  -6.3224  -0.41
H  1.3332  -0.1245  -7.1051  0.36
H  0.1206  -0.6524  -5.9608  0.30
H  2.2982  1.1015  -4.9457  -0.52
H  3.0554  -1.1711  -5.7445  0.29
H  1.7426  -1.6896  -4.6480  0.49
H  4.0937  -1.5606  -3.4682  0.52
H  2.8566  -0.4701  -2.7868  -0.33
H  5.0049  1.6427  -2.2817  0.25
H  6.0861  1.3449  -3.3871  0.40
H  5.6036  -0.0345  -2.3525  0.30
C  0.9693  -0.2219  7.7649  -0.50
O  0.4584  -1.4875  8.1353  -0.45
C  -0.0419  -2.1399  6.9633  -0.27
C  -0.2773  -3.6101  7.3108  -0.35
N  -1.3832  -3.6045  8.2910  -0.40
C  -1.6139  -4.9170  8.8653  -0.94
C  -0.3979  -5.5385  9.5820  -0.46
O  0.3925  -6.2310  8.6473  -0.28
C  1.6039  -6.7305  9.2954  -0.85
H  1.4701  0.1555  8.6565  0.33
H  0.1182  0.4029  7.4940  0.21
H  1.6232  -0.2090  6.8930  0.10
H  0.7303  -2.2198  6.1982  0.20
H  -0.8843  -1.6685  6.4572  0.29
H  0.6102  -4.0083  7.8027  0.28
H  -0.4745  -4.1926  6.4108  0.30
H  -1.1154  -3.0053  9.0586  0.31
H  -2.0770  -5.6375  8.1910  0.34
H  -2.2823  -4.8298  9.7219  0.40
H  -0.7563  -6.2698  10.3065  0.51
H  0.0903  -4.7216  10.1133  0.30
H  1.9934  -6.1925  10.1597  0.35
H  2.4683  -6.6813  8.6331  0.26
H  1.4016  -7.7520  9.6174  0.31
C  10.5061  -1.4916  -3.3562  -0.78
O  10.1677  -2.1947  -2.2068  -0.34
C  9.2074  -3.2216  -2.5397  -0.43
C  8.8841  -4.0716  -1.2967  -0.81
N  8.8015  -3.2703  -0.0828  -0.50
C  7.8478  -2.1251  -0.1084  -0.56
C  6.3588  -2.5796  -0.2038  -0.43
O  5.4678  -1.4452  -0.0203  -0.38
C  4.0977  -1.7783  -0.2370  -0.63
H  9.7544  -0.8859  -3.8623  0.28
H  10.9238  -2.0975  -4.1603  0.31
H  11.2331  -0.7937  -2.9407  0.27
H  9.5698  -3.9404  -3.2745  0.52
H  8.3058  -2.8679  -3.0399  0.25
H  9.6477  -4.8441  -1.2064  0.42
H  7.9824  -4.6471  -1.5063  0.31
H  9.7059  -2.8223  -0.1212  0.35
H  8.0916  -1.2853  -0.7591  0.26
H  7.9541  -1.7393  0.9054  0.35
H  6.0599  -3.4941  0.3085  0.53
H  6.1529  -2.8375  -1.2426  0.27
H  3.6851  -2.5160  0.4511  0.54
H  3.9611  -1.9414  -1.3060  0.21
H  3.5397  -0.8558  -0.0765  0.02

Atomic forces in eV per Å
0.0 -0.3 -0.5
-0.4 0.2 2.1
1.3 0.7 0.0
-1.5 -0.1 -2.4
0.5 -0.2 1.4
0.3 0.0 -0.4
-2.8 -2.2 0.9
0.9 0.8 -0.6
-0.7 0.5 0.1
1.5 0.3 -0.6
1.0 -1.0 -0.7
0.2 -0.5 -0.1
-0.1 0.1 -0.3
-0.2 0.2 0.0
0.4 0.5 0.3
-0.2 0.4 -0.3
0.5 -0.3 0.3
-0.1 -0.3 0.1
-0.3 0.6 -0.2
0.4 -0.5 0.1
0.1 -0.1 -0.2
-0.1 0.2 -0.1
-0.3 -0.1 0.2
0.1 -0.5 0.3
-0.3 0.2 -0.3
-0.2 0.0 0.1
0.1 -0.2 0.2
-0.1 0.2 0.2
0.1 0.5 0.3
-0.1 0.8 0.0
-0.6 0.2 -1.6
1.4 0.4 -0.7
-0.6 -1.5 1.5
-0.6 1.1 0.5
1.0 -1.2 -0.5
-1.6 0.5 1.0
-1.2 1.0 -4.5
0.6 -0.4 1.4
0.3 0.0 -0.4
0.5 1.1 0.6
-1.4 0.4 0.6
0.1 -0.2 -0.3
0.8 -0.7 0.6
-0.4 0.6 0.7
0.5 0.2 0.6
0.7 -0.6 -0.1
0.4 -0.6 0.5
-0.1 0.9 0.0
0.1 0.0 0.1
-0.1 0.3 -0.1
-0.6 -0.4 0.3
-0.2 -0.2 0.0
0.4 -0.3 -0.1
0.4 -0.5 0.1
-0.4 -0.2 -0.5
-0.2 0.3 0.0
0.1 0.0 0.0
0.1 -0.1 -0.1
0.1 0.0 0.0
0.4 -0.1 0.5
-1.3 -0.5 -0.2
-0.1 0.3 0.5
-0.5 -1.7 0.0
-0.2 1.5 1.2
0.2 0.5 0.7
0.7 0.1 0.3
0.3 -1.2 -1.2
-1.9 0.1 0.9
0.4 -0.8 0.2
-0.1 -0.1 -0.4
0.2 0.2 -0.4
1.4 0.0 0.2
0.1 0.0 -0.2
0.5 0.9 0.2
0.4 -0.4 0.0
-0.7 0.2 -0.4
-0.2 -0.2 -0.9
0.1 0.3 0.1
-0.7 -0.3 -0.8
1.2 0.5 0.0
0.4 0.2 0.5
-0.2 0.2 -0.1
-0.1 0.4 0.1
0.4 0.2 -0.3
-0.1 -0.4 0.5
-0.1 -0.1 -0.3
0.2 -0.2 -0.8
-1.2 0.5 1.5
-0.1 0.4 -0.7
1.0 0.3 0.0
-0.3 -0.7 -0.9
0.0 -1.1 0.8
-0.1 1.7 0.0
0.2 0.1 0.1
0.5 0.0 -0.2
-0.2 0.4 -0.3
0.1 -0.4 0.5
0.0 -0.1 -0.4
-0.2 -0.2 0.3
0.4 0.0 -0.5
0.3 0.1 -0.2
0.2 0.2 0.2
-0.3 -0.3 0.1
0.1 0.4 0.7
-0.2 0.1 -0.4
-0.2 -0.4 0.7
0.5 0.1 -0.3
-0.4 -0.3 -0.3
-0.5 0.9 -1.2
1.3 -0.3 -0.2
-0.5 1.8 -0.9
1.4 0.1 -0.3
-1.2 -0.1 0.3
2.5 1.6 -0.4
-0.6 -0.3 0.2
1.3 0.0 0.3
-0.2 -0.1 0.1
0.3 0.1 -0.3
-0.4 -0.7 0.3
-0.3 -0.2 1.3
0.0 -0.8 0.2
0.1 -0.4 0.0
-0.4 -0.7 -0.6
0.2 0.5 0.5
-0.6 0.3 0.4
-0.5 -0.2 0.2
0.1 -0.1 -0.2
-0.3 -0.6 -0.8
-0.5 0.6 0.6
-0.8 -0.2 0.2
0.1 -0.9 -0.1
-0.2 -0.2 0.3
1.2 -0.2 -0.4
-0.4 0.0 1.4
1.7 -0.3 0.6
-0.8 -0.6 -0.4
-1.1 1.2 -2.8
1.0 -0.4 0.2
-0.8 0.6 0.3
-0.3 0.6 0.1
-0.5 -1.7 0.7
0.8 -0.4 -0.5
-0.7 0.6 0.0
-1.0 0.2 -0.4
-0.2 -0.1 -0.2
-0.1 -0.4 -0.1
-0.1 0.1 0.9
0.0 0.7 1.1
0.0 0.8 0.1
0.2 -0.4 0.1
0.3 -0.9 0.4
-0.1 0.2 -0.7
0.5 -0.2 -0.2
-0.1 -0.2 -0.8
0.3 0.4 0.8
-0.1 0.2 -0.1
-0.2 0.6 0.4
0.8 -0.9 -1.8
-1.6 0.0 1.1
0.1 -0.1 -0.1
-0.1 -0.3 -1.2
-0.4 -2.2 0.6
-1.1 0.3 0.5
0.0 -0.3 0.0
0.3 0.5 -0.3
-0.3 0.4 0.3
0.1 0.1 0.2
-0.2 0.4 -0.3
-0.1 -0.5 -0.2
0.2 0.7 -0.1
0.6 0.0 0.2
0.1 0.4 0.3
0.0 0.1 0.5
0.0 -0.1 -0.1
0.6 0.4 0.5
0.1 -0.1 -0.2
-0.3 0.5 -0.1
0.1 0.1 0.1
0.8 -0.3 0.2
0.3 0.0 -0.7
1.3 1.2 0.0
-0.8 -0.4 -0.1
0.3 -1.2 -0.8
-1.8 2.5 1.2
0.1 -1.3 -0.3
0.3 1.8 0.8
-1.2 -1.3 -0.6
0.6 1.0 0.2
0.6 0.3 -0.3
0.3 -0.5 0.4
0.5 -0.5 -0.2
-0.7 0.6 0.0
0.0 -0.8 0.5
-0.1 0.4 -0.7
0.4 0.2 -0.1
0.1 -0.3 0.1
0.0 0.1 -0.6
0.3 -0.2 -0.1
0.6 -0.6 0.4
0.2 -0.2 0.2
0.1 0.1 0.4
-1.5 -0.3 0.4
0.3 -0.8 -0.8
0.0 0.0 0.0
-0.6 0.3 0.6
-0.2 -0.4 -1.4
1.3 -1.7 -0.1
-0.8 1.5 1.2
-0.3 -1.2 -0.7
0.3 -0.3 1.5
-1.3 -0.4 -0.9
2.3 0.2 0.9
-0.4 -0.2 -0.6
0.0 0.3 -0.2
0.0 0.5 0.1
0.3 -0.4 0.0
0.5 0.6 -0.1
-0.4 0.3 0.6
0.4 0.0 -0.4
-0.4 -0.1 0.1
0.1 0.3 -0.1
0.2 0.1 -0.3
-0.6 0.4 -0.2
-0.1 0.0 0.4
0.6 0.0 0.0
-0.8 0.5 0.2
-0.4 -0.3 -0.6
0.2 -0.1 -0.1
1.3 1.3 0.0
-2.0 -1.7 -0.7
0.1 -0.9 0.4
-0.3 0.4 -0.8
-0.3 0.2 -0.7
-1.0 -1.0 1.9
-0.2 1.1 -2.2
0.5 -0.8 1.1
0.5 1.3 -0.3
-0.8 -0.1 0.5
0.4 -0.4 0.2
0.4 0.2 -0.7
0.8 0.1 -0.3
-0.2 0.9 0.4
0.3 0.2 0.4
-0.3 0.2 0.1
0.3 0.2 0.7
-0.2 -0.3 -0.6
-0.1 0.3 0.1
0.3 0.3 0.9
0.3 -0.4 -0.5
0.2 -0.4 -0.3
-0.2 -0.9 0.1
0.0 0.2 0.3